--- a ---
The following is a quantum chemistry calculation of a gas-phase ion, C2H5N4 (charge +1), from OMol25.

Properties
**LUMO**: -4.53 eV
**Spin multiplicity**: 1
**SMILES string**: [H]/N=C(/C#N)N[NH3+]
**Charge**: +1
**Orbital gap**: 0.4047 Eh

Geometry (Å):
1 H -1.465 -2.265 1.723
2 N -2.212 -1.717 1.183
3 C -2.043 -0.725 0.542
4 C -2.892 0.014 -0.331
5 N -3.428 0.844 -0.929
6 N -0.433 0.093 0.351
7 N -0.403 1.276 -0.506
8 H -0.101 0.265 1.222
9 H -1.196 1.885 -0.535
10 H -0.002 0.962 -1.471
11 H 0.390 1.832 -0.170

Atom charges from the natural (NBO) analysis, given in e for atoms 1 to 8: atom 1 (H): 0.441, atom 2 (N): -0.478, atom 3 (C): 0.396, atom 4 (C): 0.167, atom 5 (N): -0.183, atom 6 (N): -0.519, atom 7 (N): -0.546, atom 8 (H): 0.370

***

--- b ---
The following is a quantum chemistry calculation of a molecular structure, C2H5N4, from OMol25.

Properties
**LUMO**: -4.80 eV
**Spin multiplicity**: 1
**Charge**: +1
**Orbital gap**: 0.3644 Eh

Geometry (Å):
1 C 1.763 -0.335 -0.278
2 C 0.384 -0.269 -0.145
3 N 2.918 -0.240 -0.403
4 N -0.370 -1.134 0.295
5 N 0.201 1.586 -0.247
6 N -1.547 -1.592 0.411
7 H -0.802 1.993 -0.442
8 H 0.496 1.789 0.735
9 H -1.406 -2.596 0.427
10 H 0.815 1.952 -0.853
11 H -2.453 -1.154 0.501

Atom charges from the natural (NBO) analysis, given in e for atoms 1 to 8: atom 1 (C): 0.132, atom 2 (C): 0.292, atom 3 (N): -0.147, atom 4 (N): -0.084, atom 5 (N): -0.818, atom 6 (N): -0.519, atom 7 (H): 0.447, atom 8 (H): 0.437

***

Result of the stability comparison: b is the most stable of them.